Entry 1:
ORCA calculation (ωB97M-V/def2-TZVPD) on a structure of composition C39H31BiBr4NO2SSb2.

**E**: -13099.397546 a.u.
**LUMO**: 2.28 eV
**Gap between HOMO and LUMO**: 7.444 eV
**Highest occupied orbital energy**: -5.160 eV
**Energy above the lowest of the compared OMol25 structures with the same formula, charge and spin**: 0.0774 eV
**Total charge**: -1

CARTESIAN COORDINATES (ANGSTROEM)
Bi -0.10398 0.05379 2.66241
C 0.72631 -2.74036 2.73711
C 1.86938 -2.19759 3.33534
C 1.47800 -1.52439 4.51163
C 0.08117 -1.67088 4.65831
C -0.39471 -2.41338 3.54236
H 0.69336 -3.29569 1.81093
H 2.87461 -2.25744 2.94376
H 2.12858 -0.99805 5.19437
H -0.51758 -1.28143 5.46689
H -1.41749 -2.71522 3.37040
C -1.56564 0.58582 -1.81941
C -0.41047 1.23397 -2.58463
C 0.63254 1.89653 -1.69481
Sb 1.97937 0.55430 -0.66743
C 3.54368 0.71653 -2.13017
C 4.64097 1.56180 -1.99502
C 5.61226 1.62189 -2.98743
C 5.49704 0.83658 -4.12585
C 4.41036 -0.01616 -4.26680
C 3.44551 -0.08091 -3.27067
C 2.74018 1.99643 0.72103
C 3.54656 1.52774 1.75849
C 4.02073 2.38820 2.73903
C 3.67804 3.73265 2.70130
C 2.86927 4.20998 1.67971
C 2.40585 3.34826 0.69392
Sb -1.09246 -1.22349 -0.72908
C -0.19129 -2.21011 -2.42263
C 0.99012 -2.92873 -2.25181
C 1.61949 -3.53816 -3.33137
C 1.07260 -3.43316 -4.60146
C -0.10823 -2.72523 -4.78655
C -0.73271 -2.12128 -3.70374
C -3.00899 -2.15830 -0.90599
C -3.31947 -3.12892 0.04320
C -4.55114 -3.76862 0.03140
C -5.49408 -3.43724 -0.93015
C -5.19748 -2.46985 -1.88028
C -3.96158 -1.83679 -1.86735
H -2.36014 0.33713 -2.52431
H -1.98904 1.28011 -1.08979
H -0.82749 2.01037 -3.23572
H 0.04734 0.49839 -3.25421
H 0.13197 2.47933 -0.92132
H 1.27601 2.56277 -2.27202
H 4.73651 2.18737 -1.11468
H 6.45924 2.28732 -2.87130
H 6.25286 0.88629 -4.89981
H 4.31574 -0.63569 -5.15042
H 2.61058 -0.76722 -3.38617
H 3.79839 0.47339 1.81329
H 4.64257 2.00582 3.53905
H 4.02855 4.40483 3.47437
H 2.58239 5.25362 1.65552
H 1.76271 3.74188 -0.08205
H 1.43649 -3.00268 -1.26608
H 2.54050 -4.08758 -3.17939
H 1.56363 -3.90136 -5.44562
H -0.54160 -2.64173 -5.77591
H -1.65294 -1.57060 -3.86579
H -2.60210 -3.37237 0.81977
H -4.78071 -4.51188 0.78468
H -6.46196 -3.92258 -0.93315
H -5.93383 -2.19913 -2.62716
H -3.76068 -1.07258 -2.60799
Br -6.71654 2.49907 2.68598
C -4.94724 2.08747 3.20157
C -4.36153 2.71940 4.28880
Br -5.32160 4.00110 5.28917
C -3.04598 2.40641 4.64631
Br -2.17098 3.23589 6.09624
C -2.31572 1.46708 3.93418
O -1.06157 1.15249 4.24128
C -2.92088 0.81074 2.83434
O -2.19903 -0.09197 2.16961
C -4.21860 1.13729 2.47792
Br -4.92647 0.26092 0.96634
S -2.04739 4.32868 1.06781
C -1.10742 3.04863 1.34930
N -0.40274 2.12048 1.51846

From a Löwdin analysis of the wavefunction, the atomic charges in e read: 1.81, -0.24, -0.22, -0.22, -0.27, -0.28, 0.08, 0.08, 0.09, 0.10, 0.09, -0.36, -0.37, -0.38, 1.41, -0.38, -0.12, -0.10, -0.11, -0.10, -0.14, -0.43, -0.17, -0.10, -0.09, -0.08, -0.13, 1.40, -0.39, -0.17, -0.11, -0.10, -0.09, -0.13, -0.41, -0.15, -0.09, -0.10, -0.10, -0.16, 0.03, 0.05, 0.11, 0.08, 0.02, 0.06, 0.09, 0.10, 0.09, 0.10, 0.08, 0.08, 0.10, 0.10, 0.10, 0.09, 0.08, 0.10, 0.10, 0.10, 0.09, 0.08, 0.10, 0.10, 0.10, 0.08, 0.68, -0.76, -0.76, 0.68, -0.65, 0.75, -0.44, -0.32, -0.43, -0.38, -0.64, 0.81, 0.54, -0.98, -0.09

Entry 2:
ORCA calculation (ωB97M-V/def2-TZVPD) on a structure of composition C39H31ClF15GeN3OPtS2 in a non-equilibrium geometry.

**Spin multiplicity**: 6
**E**: -6694.373812 a.u.
**LUMO (alpha / beta)**: -2.49 / -6.73 eV
**Gap between HOMO and LUMO (alpha / beta)**: 6.623 / 4.959 eV
**Highest occupied orbital energy (alpha / beta)**: -9.113 / -11.690 eV
**Energy above the lowest of the compared OMol25 structures with the same formula, charge and spin**: 3.4594 eV
**Total charge**: +1

CARTESIAN COORDINATES (ANGSTROEM)
Pt 1.05502 -0.31667 -0.55310
C 0.03996 -5.63237 -1.44553
C 1.04656 -5.69889 -0.19830
C 2.52323 -5.78507 -0.60340
C 3.29085 -4.62990 -0.04347
N 2.91637 -3.41380 -0.76083
C 3.42230 -2.27825 -0.39209
S 3.11687 -0.95344 -1.56408
N 4.00675 -2.17764 0.79924
C 4.59051 -0.90912 1.35868
C 3.57764 0.02850 2.01277
C 3.07708 -0.18793 3.45312
C 2.99567 -1.62785 3.77563
H -0.95792 -5.50856 -1.16797
H 0.04306 -6.55251 -2.03328
H 0.24804 -4.81850 -2.16000
H 0.72359 -6.53812 0.38838
H 0.92086 -4.78375 0.41230
H 2.58813 -5.75488 -1.68319
H 3.03600 -6.66351 -0.17962
H 4.39235 -4.80617 -0.15268
H 3.00503 -4.55594 1.02056
H 2.21038 -3.43346 -1.44701
H 3.91113 -2.98674 1.41373
H 5.07449 -0.41111 0.52788
H 5.34418 -1.26519 2.08380
H 2.69171 -0.07493 1.39891
H 4.01127 0.98409 1.90513
H 2.07879 0.23307 3.49873
H 3.61311 0.37495 4.24837
H 2.57649 -1.83234 4.76693
H 4.00692 -2.03557 3.79083
H 2.46604 -2.23430 3.00924
F 2.43040 3.22308 -0.28099
C 2.34820 3.02485 -1.64011
C 0.95574 2.75280 -1.87719
C 0.78953 1.86041 -2.93218
F -0.35519 1.61231 -3.46690
C 1.96856 1.68014 -3.91560
F 1.79687 1.26484 -5.20794
C 3.20754 2.20231 -3.67128
F 4.13232 1.90678 -4.71980
C 3.43371 2.94954 -2.47912
F 4.79381 3.15651 -2.16659
Ge -0.51775 2.89663 -0.37200
S -0.39781 0.85381 0.47556
C 0.10452 4.15403 0.98614
C -0.13118 5.46174 0.70880
F -0.67427 5.87312 -0.45522
C 0.40996 6.48802 1.50445
F 0.12588 7.75846 1.19667
C 1.32699 6.21594 2.50034
F 1.93223 7.21172 3.16701
C 1.58024 4.82672 2.82452
F 2.31427 4.46922 3.88423
C 0.91907 3.85160 2.04628
F 1.19934 2.55946 2.15510
C -2.35312 3.39710 -0.93186
C -2.81904 3.78688 -2.20856
F -2.05227 3.64546 -3.28202
C -4.01583 4.47200 -2.33130
F -4.52790 4.88960 -3.52391
C -4.87245 4.60856 -1.20744
F -6.06645 5.13488 -1.29174
C -4.42730 4.24048 0.06458
F -5.24549 4.32788 1.10958
C -3.19847 3.56273 0.12755
F -2.80183 3.00125 1.28089
O 0.52721 -1.96263 0.71401
N -0.67787 -2.08001 1.35404
C -0.68061 -1.44846 2.63765
C -1.85701 -1.34654 3.35922
C -3.01849 -1.88001 2.70952
C -2.96641 -2.56616 1.50992
C -1.73989 -2.67580 0.85648
H 0.30084 -1.28419 3.00635
H -1.90338 -0.75137 4.28424
H -3.94765 -1.69953 3.32001
H -3.80023 -3.06846 1.02202
H -1.60677 -3.33209 -0.00543
Cl -5.17434 1.11994 0.89541
C -4.67542 0.01218 -0.41216
C -3.33011 -0.10607 -0.69159
C -2.88144 -0.94630 -1.71080
C -3.78472 -1.47585 -2.61400
C -3.37746 -2.29530 -3.64826
C -5.21829 -1.19061 -2.37397
C -5.64414 -0.47772 -1.28817
H -2.61046 0.34595 -0.04075
H -1.74833 -1.02886 -1.77854
H -2.33124 -2.47805 -3.88524
H -4.15639 -2.75896 -4.30931
H -5.95828 -1.48887 -3.18936
H -6.69439 -0.21119 -1.27083

From a Löwdin analysis of the wavefunction, the atomic charges in e read: 0.59, -0.08, -0.20, -0.20, -0.20, 0.02, -0.74, 0.59, 0.06, -0.14, -0.18, -0.25, -0.13, 0.03, 0.08, 0.07, 0.10, 0.09, 0.12, 0.13, 0.15, 0.12, 0.11, 0.12, 0.11, 0.13, 0.04, 0.10, 0.09, 0.13, 0.09, 0.07, 0.07, 0.03, -0.19, -0.11, -0.28, 0.12, -0.09, 0.09, -0.08, 0.06, -0.07, 0.07, 0.88, 0.38, -0.17, -0.21, 0.10, -0.13, 0.13, -0.09, 0.14, -0.09, 0.12, -0.24, 0.04, -0.13, -0.21, 0.12, -0.09, 0.11, -0.13, 0.17, -0.16, 0.12, -0.29, 0.04, -0.30, -0.17, -0.05, -0.02, -0.06, -0.02, -0.07, 0.09, 0.13, 0.13, 0.13, 0.13, 0.72, -0.59, -0.16, -0.07, -0.32, 0.08, -0.01, -0.11, -0.01, 0.11, 0.06, 0.08, 0.14, 0.11

Question: Which of these has the highest E?
Answer: C39H31ClF15GeN3OPtS2